Here is a 2-piece molecular cluster, C5H12N overall in a non-equilibrium geometry from the Open Molecules 2025 dataset. Energies are from the ωB97M-V functional and the def2-TZVPD basis.

Expectation value of S²: 0.753
HOMO level (alpha / beta): -20.6328 / -20.9887 eV
F_max: 2.24 eV/Å
Relative energy (zero: lowest compared OMol25 entry of this formula, charge and spin): 1.916 eV

The geometry in ORCA input format:
```
! RIJCOSX wB97M-V def2-TZVPD def2/J DEFGRID3
* xyz 2 2
C -0.26447 -1.26621 -1.32511
N 0.89237 -1.67457 -1.68052
H -0.78743 -1.84206 -0.56856
H -0.88160 -0.62883 -1.95584
H 1.54015 -1.13581 -2.25375
H 1.26624 -2.48638 -1.19151
C 0.10720 1.77964 -0.43495
C -0.17612 1.48216 1.07411
C -0.78132 0.16597 1.26659
C -0.04986 -0.93630 1.73364
H -0.80411 1.75641 -1.03692
H 0.59024 2.74747 -0.54023
H 0.72852 0.99020 -0.85792
H -0.81058 2.27961 1.46951
H 0.80442 1.49815 1.55794
H -1.85566 0.07782 1.10772
H -0.55436 -1.88817 1.87642
H 1.03637 -0.91911 1.75939
*
```